1.
The following is a DFT calculation (ωB97M-V with the def2-TZVPD basis set) of 11 unconnected molecules or ions with the total composition C84H162N8O17.

Its spin multiplicity is 9. The total charge is 0. Its expectation value of S² is 20.03. The calculation puts the total energy at -136448.049 eV. Its molar mass is 1556.259 u. The largest force on an atom comes out at 0.0790 Eh/bohr. The value obtained for the gap between HOMO and LUMO (alpha / beta) is 7.8 / 9.4 eV. As for the highest occupied orbital energy (alpha / beta): -7.655 / -9.266 eV.

Last column: Mulliken spin population.
Geometry (Å):
O: -1.657 -3.806 2.394  0.00
O: -3.512 4.427 4.595  0.53
O: -6.100 6.848 -5.366  0.53
O: 6.201 -1.535 -3.082  0.46
O: -1.751 -4.867 -3.691  0.49
O: 0.771 -1.156 5.493  0.46
O: -3.168 -2.384 1.654  0.00
O: 4.490 -5.037 -0.838  0.00
O: 2.106 2.601 -0.824  0.52
O: -1.170 -2.442 0.632  0.00
O: 8.482 3.577 0.902  0.50
O: 3.242 -5.200 2.603  0.00
O: 5.268 -2.947 -0.349  0.01
O: -7.608 -0.243 -2.261  0.52
O: 6.577 -4.668 -0.286  0.00
O: 5.125 -4.080 2.985  0.00
O: 3.213 -2.984 2.520  0.00
N: 1.200 1.733 -0.995  0.39
N: 7.408 3.705 1.644  0.45
N: -5.290 6.637 -4.392  0.42
N: -6.548 -0.937 -2.595  0.43
N: -3.976 3.372 4.064  0.41
N: -0.887 -5.594 -3.068  0.45
N: 0.141 -0.333 6.254  0.53
N: 5.717 -2.155 -4.081  0.50
C: -0.943 1.025 -2.084  0.00
C: 2.678 -0.182 -0.880  0.04
C: 6.455 -3.310 -4.688  -0.05
C: 5.957 2.558 0.026  -0.02
C: -1.985 -0.432 4.858  0.03
C: 0.581 -7.544 -3.040  0.02
C: 6.489 4.005 4.087  0.02
C: 5.103 4.093 3.537  -0.01
C: -4.988 5.217 -4.096  -0.04
C: 7.348 -3.526 0.323  0.00
C: -0.555 3.410 -1.255  0.04
C: 5.369 -4.265 -0.542  0.00
C: -5.353 1.377 2.535  -0.05
C: -5.987 0.371 -4.666  0.04
C: -4.965 -1.976 -4.114  0.03
C: -0.067 -6.488 -3.898  -0.04
C: -0.560 -5.240 -1.644  -0.03
C: 5.671 4.993 0.465  0.03
C: -6.149 -1.030 -4.020  -0.04
C: 5.026 3.306 2.182  0.05
C: -0.280 -0.294 -2.086  0.00
C: 6.544 -2.332 -0.100  0.01
C: 0.175 -6.408 -0.947  0.03
C: -1.927 -2.815 1.477  0.00
C: 7.940 5.803 2.807  0.04
C: -2.889 -4.240 3.007  0.00
C: 4.218 -0.249 -4.391  0.02
C: 5.916 -3.648 -6.052  0.02
C: 0.996 0.585 7.090  -0.04
C: 3.468 -2.409 -3.206  0.01
C: 1.257 -7.038 -1.715  -0.02
C: -1.911 -5.070 -0.877  -0.01
C: -3.314 6.213 -2.360  -0.02
C: -4.464 -2.131 -1.774  0.02
C: -6.485 -1.900 -0.277  0.03
C: 0.742 2.502 -3.295  0.00
C: 2.089 -3.396 1.789  0.00
C: -4.610 7.844 -3.894  -0.04
C: -5.633 8.916 -3.867  0.01
C: -1.194 1.104 8.368  0.00
C: -3.692 3.909 1.445  0.02
C: 0.339 -3.956 -1.682  0.05
C: 0.211 1.582 7.972  0.00
C: -5.333 2.897 4.502  0.01
C: 0.159 2.214 -1.915  -0.01
C: 6.385 -4.565 -3.857  0.03
C: 7.637 4.252 3.030  -0.02
C: -2.713 -4.375 4.524  0.00
C: -3.842 -3.085 2.635  0.00
C: 0.265 -0.566 -0.687  0.06
C: -3.865 -1.788 -3.144  -0.04
C: -3.996 7.564 -2.500  0.05
C: 3.762 -2.365 -5.648  0.02
C: 1.969 1.356 6.151  0.02
C: 1.883 -4.848 2.288  0.00
C: -3.834 1.537 2.364  0.07
C: 1.842 -0.338 8.090  0.02
C: -0.945 -7.198 -4.946  0.02
C: -6.253 4.360 -4.167  0.00
C: -3.348 2.978 2.637  -0.04
C: -5.617 -1.136 -1.384  -0.02
C: -1.976 0.777 6.986  0.03
C: 1.485 0.736 1.222  0.03
C: 6.049 3.655 1.101  -0.05
C: -3.965 4.802 -5.147  0.03
C: 6.366 -1.185 0.898  0.00
C: -3.409 8.374 -4.750  0.03
C: -1.333 -0.455 6.269  -0.11
C: 7.911 -2.865 -4.881  0.01
C: -7.318 -1.685 -4.714  0.02
C: 8.902 3.609 3.562  0.01
C: -1.839 2.959 2.815  -0.05
C: 1.123 -4.922 3.573  -0.01
C: 0.950 -5.652 -4.715  0.06
C: 1.375 0.475 -0.272  -0.06
C: 3.976 -4.079 2.663  0.00
C: -1.651 -1.796 6.941  0.02
C: -4.440 5.178 -2.682  0.04
C: 4.278 -1.826 -4.298  0.01
C: -6.333 4.021 4.147  0.02
C: -5.719 1.566 3.952  0.05
C: -5.193 0.268 -0.874  0.04
C: -5.229 2.767 6.007  0.02
C: 4.389 -3.746 -6.047  -0.02
H: -2.715 6.123 -1.436  0.00
H: 6.919 -4.584 -2.969  -0.01
H: -7.383 3.755 4.366  0.00
H: -2.995 -0.072 4.902  0.01
H: -1.390 2.655 1.932  0.01
H: 2.821 -1.103 -0.287  0.01
H: 0.001 2.497 -4.118  0.00
H: 1.351 -5.525 1.540  0.00
H: 1.152 -4.011 4.171  0.01
H: 4.840 0.297 -3.650  0.00
H: 5.842 -0.305 0.429  0.00
H: -2.701 -1.984 7.054  0.00
H: -3.704 -4.609 4.937  0.00
H: 5.795 -1.565 1.735  0.00
H: 3.545 0.507 -0.779  0.01
H: -0.478 3.156 -0.228  0.01
H: 0.046 4.335 -1.261  0.00
H: -5.165 0.820 4.521  0.00
H: -4.855 3.694 6.485  0.00
H: 1.474 1.713 -3.549  0.01
H: 2.364 2.240 6.689  0.00
H: -1.053 -1.113 -2.403  0.01
H: 6.351 -3.056 -6.873  0.00
H: 4.809 5.091 3.285  0.00
H: -5.204 9.709 -3.268  0.00
H: -6.554 8.700 -3.290  -0.01
H: -5.305 -3.018 -4.187  0.00
H: 7.337 -0.762 1.438  0.00
H: 2.259 1.471 1.440  0.01
H: -4.813 7.483 -1.776  0.00
H: -0.160 -8.303 -2.773  0.00
H: 2.697 -2.451 -5.471  0.00
H: -5.972 9.264 -4.861  0.00
H: -1.420 0.130 4.146  -0.01
H: -1.642 1.829 9.070  0.00
H: -6.403 4.226 3.059  0.00
H: -3.399 8.438 -2.235  0.00
H: 4.495 3.572 4.265  0.00
H: -1.400 3.830 3.259  -0.01
H: 1.373 1.745 5.305  0.00
H: -3.010 9.319 -4.383  0.00
H: 4.718 4.909 -0.077  0.01
H: 2.148 -6.378 -2.004  0.00
H: 6.853 -5.345 -4.386  0.00
H: -0.636 -8.210 -5.304  0.00
H: 8.348 -3.638 -0.068  0.00
H: -4.625 -0.013 0.021  0.00
H: 4.856 2.379 -0.114  0.01
H: 2.345 -1.081 7.427  0.00
H: 1.808 -0.168 1.719  0.01
H: 7.073 6.428 2.531  0.00
H: 6.463 3.033 -0.852  0.00
H: 2.364 -3.331 0.759  0.00
H: 0.478 -0.324 -2.849  -0.03
H: 0.822 1.693 8.906  0.00
H: 0.524 1.063 1.671  -0.01
H: 9.120 4.003 4.506  0.00
H: 4.038 -4.519 -5.417  0.00
H: 4.010 3.429 1.784  0.01
H: -1.913 -1.405 4.383  0.03
H: -5.770 2.095 1.849  0.00
H: 1.340 -4.090 -2.139  0.00
H: -1.907 1.695 6.401  0.00
H: -4.640 -1.746 -5.095  0.00
H: -3.818 8.563 -5.812  0.00
H: -2.944 3.695 0.668  0.01
H: -1.597 1.105 -1.194  0.01
H: -4.901 -3.157 -1.826  -0.01
H: 3.915 -2.248 -2.245  0.00
H: -5.692 0.377 2.247  0.00
H: 1.179 -0.868 8.786  0.00
H: -3.247 0.909 3.058  -0.04
H: 5.322 -4.987 -3.647  0.00
H: 8.577 -3.592 -5.340  0.00
H: 1.608 -5.053 -4.087  -0.02
H: 8.731 5.838 2.046  0.00
H: -8.223 -1.094 -4.686  0.00
H: 2.572 0.299 8.648  0.00
H: -7.563 -2.581 -4.186  0.00
H: -3.038 0.481 7.090  0.00
H: 1.671 -7.892 -1.110  0.00
H: -5.976 4.962 4.528  0.00
H: -0.603 -0.413 -0.036  -0.01
H: 4.650 0.242 -5.312  -0.01
H: -2.476 -4.255 -1.374  0.02
H: -4.547 0.774 -1.627  -0.02
H: 6.599 4.614 5.039  0.00
H: 1.268 3.474 -3.395  0.00
H: -6.746 -1.198 0.481  0.00
H: -4.180 5.228 -6.128  -0.01
H: 8.674 2.539 3.727  0.00
H: 2.584 -0.437 -1.919  -0.03
H: -2.102 -5.178 4.928  0.00
H: 1.538 -5.743 4.063  0.00
H: -7.443 -2.254 -0.695  -0.01
H: -2.986 5.201 -4.915  0.00
H: 6.409 -4.575 -6.245  0.00
H: 8.353 6.182 3.703  0.00
H: 6.511 5.347 -0.157  0.00
H: -6.022 3.313 -3.986  0.01
H: -1.732 -4.852 0.152  0.01
H: 6.911 -1.877 -1.040  0.00
H: -3.982 -2.405 3.483  0.00
H: -7.033 4.759 -3.485  -0.01
H: -3.019 -2.473 -3.360  0.02
H: 8.271 -2.519 -3.923  0.00
H: -1.702 2.087 3.557  0.04
H: -5.311 5.281 -2.009  -0.01
H: 0.634 -1.583 -0.469  0.01
H: 1.494 -6.413 -5.320  0.00
H: 0.514 -5.945 0.015  0.00
H: 0.068 -5.183 3.341  0.00
H: -1.204 -1.786 7.969  0.00
H: -6.814 1.091 -4.571  0.00
H: 6.595 2.917 4.420  0.00
H: 2.660 0.679 5.729  0.00
H: -3.232 -5.151 2.483  0.00
H: -6.134 0.805 -0.654  0.00
H: -6.820 1.489 4.218  0.00
H: -3.674 4.919 1.681  0.00
H: 4.032 -4.039 -7.050  0.00
H: -2.527 -6.015 -0.985  -0.02
H: -3.493 -0.759 -3.136  0.00
H: 2.494 -2.043 -3.131  0.00
H: -4.763 -3.399 2.187  0.00
H: 3.463 -3.493 -3.371  -0.01
H: 6.449 1.660 0.316  0.00
H: -4.741 3.674 1.085  0.00
H: 5.663 5.802 1.239  0.00
H: -6.208 2.693 6.390  0.00
H: -5.064 0.821 -4.159  -0.01
H: 5.134 2.270 2.402  -0.01
H: 0.552 -3.693 -0.608  0.01
H: 0.481 -4.945 -5.440  0.00
H: -2.556 7.712 -4.732  0.00
H: 0.105 2.546 7.469  0.00
H: 1.248 -2.803 2.019  0.00
H: -0.415 -7.274 -0.581  -0.01
H: -3.522 1.301 1.295  0.01
H: -1.219 -6.566 -5.775  0.00
H: -6.956 -1.981 -5.735  0.00
H: -1.114 -2.486 6.310  0.00
H: 3.205 0.227 -4.397  0.01
H: 7.932 -1.982 -5.548  0.00
H: 4.063 -1.698 -6.449  0.00
H: -4.613 1.969 6.427  -0.01
H: -2.451 -3.418 4.955  0.00
H: 1.341 -8.053 -3.635  0.00
H: -3.834 -2.006 -0.936  0.01
H: -3.863 3.691 -5.138  0.00
H: -5.706 0.332 -5.775  0.00
H: -5.880 -2.685 0.079  0.00
H: -1.591 3.453 -1.720  -0.01
H: -4.147 4.089 -2.582  0.00
H: -1.142 0.215 8.970  0.00
H: -1.949 -7.378 -4.557  0.00
H: -0.215 -3.107 -2.067  -0.03
H: 7.270 -3.659 1.429  0.00
H: -2.529 6.123 -3.097  0.00
H: -6.675 4.476 -5.182  0.00
H: 9.698 3.669 2.826  0.00
H: -1.506 1.350 -2.965  0.00



2.
The following is a DFT calculation (ωB97M-V with the def2-TZVPD basis set) of a molecular structure, C35H23Cl2I2O2PSSe4Ti.

Its spin multiplicity is 2. The total charge is -1. Its expectation value of S² is 0.76. The calculation puts the total energy at -386641.357 eV. Its molar mass is 1227.029 u. The largest force on an atom comes out at 0.0601 Eh/bohr. The value obtained for the gap between HOMO and LUMO (alpha / beta) is 6.1 / 6.1 eV. As for the highest occupied orbital energy (alpha / beta): -4.164 / -4.165 eV.

Last column: Mulliken spin population.
Geometry (Å):
I: -1.463 -1.350 8.394  0.00
I: 1.664 1.054 -0.426  0.00
Se: -3.193 1.445 3.136  0.02
Se: -1.249 2.032 2.030  -0.01
Se: -3.406 -0.740 0.229  -0.02
Se: -4.624 0.892 1.359  0.02
Ti: -1.007 0.030 0.173  0.98
Cl: 1.317 -3.246 0.030  0.00
Cl: -3.383 -2.562 -2.598  0.00
S: -0.537 -1.367 -1.789  -0.01
P: -1.347 1.822 -1.657  -0.02
O: 1.504 0.317 2.220  0.00
O: -0.272 -0.844 1.504  0.00
C: -0.698 5.748 -0.691  0.00
C: -0.563 4.469 -1.210  0.00
C: -1.157 -1.263 4.069  0.00
C: -2.813 5.143 0.264  0.00
C: -4.159 1.897 -2.332  0.00
C: -0.504 3.083 -5.401  0.00
C: 0.239 -0.132 6.194  0.00
C: 2.690 1.256 -5.202  0.00
C: -0.297 2.195 -3.140  -0.01
C: -2.722 0.522 -3.668  0.00
C: -0.311 -3.716 -0.318  0.03
C: 0.445 -0.262 2.436  0.00
C: -5.240 1.495 -3.104  0.00
C: -0.772 -4.919 0.189  0.00
C: -1.116 -2.905 -1.155  -0.01
C: -0.864 -0.943 6.413  0.00
C: 1.928 1.130 -2.534  0.00
C: -2.665 3.855 -0.224  0.00
C: -2.883 1.418 -2.607  0.00
C: -2.040 -5.367 -0.133  0.00
C: 3.516 0.664 -4.292  0.00
C: 3.136 0.626 -2.944  0.00
C: 0.656 2.464 -5.769  0.00
C: 0.650 0.104 4.895  0.00
C: -2.374 -3.434 -1.503  0.00
C: -1.841 6.099 0.011  0.00
C: -3.795 0.150 -4.457  0.00
C: -1.569 3.523 -1.020  -0.01
C: -0.972 2.936 -4.093  0.00
C: -1.578 -1.502 5.369  0.00
C: -2.838 -4.631 -0.987  -0.01
C: 1.000 1.690 -3.451  0.01
C: -0.033 -0.478 3.833  0.00
C: -5.064 0.633 -4.172  0.00
C: 1.445 1.795 -4.813  0.00
H: -3.823 -4.976 -1.271  0.00
H: 4.469 0.251 -4.595  0.00
H: -2.392 -6.310 0.263  0.00
H: 3.805 0.205 -2.205  0.00
H: -1.083 3.649 -6.119  0.00
H: 2.993 1.344 -6.238  0.00
H: -0.126 -5.506 0.828  0.00
H: -1.686 -1.701 3.232  0.00
H: -3.391 3.098 0.039  0.00
H: 1.502 0.735 4.683  0.00
H: -1.969 7.112 0.370  0.00
H: -5.910 0.327 -4.774  0.00
H: -2.452 -2.110 5.554  0.00
H: -3.637 -0.520 -5.292  0.00
H: 0.767 0.315 7.026  0.00
H: 0.332 4.201 -1.758  0.00
H: -6.227 1.874 -2.869  0.00
H: -4.336 2.587 -1.522  0.00
H: -3.687 5.392 0.852  0.00
H: 0.094 6.472 -0.839  0.00
H: 0.997 2.489 -6.797  0.00
H: -1.919 3.387 -3.829  0.00
H: -1.744 0.110 -3.875  0.00



3.
The following is a DFT calculation (ωB97M-V with the def2-TZVPD basis set) of a molecular structure, C29H50CuN5P3Si.

Its spin multiplicity is 2. The total charge is +2. Its expectation value of S² is 0.76. The calculation puts the total energy at -118705.569 eV. Its molar mass is 653.308 u. The largest force on an atom comes out at 0.0028 Eh/bohr. The value obtained for the gap between HOMO and LUMO (alpha / beta) is 7.8 / 6.8 eV. As for the highest occupied orbital energy (alpha / beta): -13.145 / -13.669 eV.

Last column: Mulliken spin population.
Geometry (Å):
Cu: 0.045 0.028 -0.468  0.50
P: 1.613 -1.541 -1.010  0.08
P: 0.319 2.079 -1.702  0.07
P: -1.492 -1.700 -0.198  0.13
Si: -1.321 3.247 3.106  0.01
N: 0.826 3.941 -3.733  0.00
N: -1.019 4.433 -2.223  0.00
N: -0.969 -4.324 0.379  0.00
N: 1.261 4.655 -1.446  0.00
N: 1.658 -4.206 -0.580  0.00
C: 1.917 -6.556 -0.195  0.00
C: -3.726 -2.858 1.035  0.01
C: -1.144 4.979 2.426  0.00
C: 2.676 -1.493 1.514  0.02
C: -3.552 -0.366 0.981  0.00
C: -2.356 -2.031 -1.770  0.04
C: -0.189 -5.429 0.363  0.00
C: 2.181 -1.831 -2.708  0.00
C: 1.136 -5.376 -0.147  0.00
C: -2.015 -1.688 2.476  0.00
C: -2.762 -1.671 1.139  0.02
C: 4.260 -2.176 -0.325  0.00
C: 1.393 3.323 -0.851  0.00
C: -0.445 -3.203 -0.046  -0.01
C: -0.602 4.500 -3.576  0.00
C: 1.391 -7.724 0.265  0.00
C: -1.248 3.071 -1.748  0.01
C: -0.491 1.267 0.891  -0.02
C: 3.100 -1.259 0.061  0.04
C: -0.103 5.178 -1.360  0.00
C: -0.168 2.961 4.536  0.00
C: 1.744 4.729 -2.776  0.00
C: -0.836 2.070 1.746  0.04
C: 0.070 -7.775 0.787  0.00
C: 0.870 2.468 -3.442  0.02
C: 0.894 -3.142 -0.512  0.00
C: -3.091 2.874 3.544  0.00
C: 3.489 0.215 -0.122  0.02
C: -0.708 -6.659 0.835  0.00
H: -3.216 -3.817 1.091  0.00
H: -0.449 5.113 -0.330  0.00
H: -4.065 -0.314 0.017  0.00
H: -4.322 -0.342 1.756  0.00
H: -2.920 0.512 1.100  0.00
H: -0.246 1.937 4.903  0.00
H: -0.316 -8.719 1.147  0.00
H: -0.102 6.225 -1.665  0.00
H: -3.200 1.845 3.890  0.00
H: 1.319 -1.904 -3.372  0.00
H: -1.305 -0.863 2.550  0.00
H: 2.746 -2.762 -2.752  0.00
H: -0.409 3.632 5.363  0.00
H: 5.078 -2.014 0.380  0.00
H: -1.981 2.573 -2.385  0.00
H: 2.437 3.004 -0.893  0.00
H: 2.742 4.303 -2.870  0.00
H: -1.718 -6.679 1.222  0.00
H: 0.871 3.141 4.251  0.00
H: -2.739 -1.580 3.287  0.00
H: -3.754 3.016 2.687  0.00
H: 2.714 0.874 0.280  0.00
H: -4.316 -2.816 0.119  0.00
H: -1.489 -2.631 2.627  0.00
H: 1.979 -8.631 0.236  0.00
H: 3.489 -1.184 2.173  0.00
H: -0.557 5.533 -3.921  0.00
H: 1.738 5.757 -3.138  0.00
H: -1.430 5.715 3.180  0.00
H: -2.876 -2.987 -1.705  0.00
H: -0.108 5.189 2.144  0.00
H: 0.226 1.963 -4.163  0.00
H: -4.424 -2.786 1.871  0.00
H: 3.669 0.466 -1.173  0.00
H: -1.649 3.095 -0.734  0.00
H: 1.894 2.127 -3.601  0.00
H: 4.639 -1.956 -1.324  0.00
H: -3.075 -1.241 -1.983  0.00
H: -1.247 3.915 -4.230  0.00
H: 1.096 3.351 0.198  0.00
H: -3.437 3.534 4.343  0.00
H: 1.793 -0.905 1.782  0.00
H: 2.815 -1.009 -3.040  0.00
H: -1.630 -2.081 -2.584  0.00
H: 2.470 -2.546 1.710  0.00
H: 2.920 -6.495 -0.594  0.00
H: 4.414 0.416 0.422  0.00
H: 3.976 -3.226 -0.282  0.00
H: -1.788 5.136 1.558  0.00
H: 1.138 4.104 -4.692  0.00